[1]
{
  "formula": "C46H42IrN7OP2",
  "method": "ωB97M-V/def2-TZVPD",
  "mol_weight_g_mol": 963.1,
  "de_lowest_kcal_mol": 70.37,
  "e_tot_ev": -82265.996,
  "homo_ev": [-12.12, -12.12],
  "total_charge": 2,
  "elements": ["Ir", "C", "P", "C", "C", "C", "C", "C", "C", "C", "C", "C", "C", "C", "C", "C", "C", "C", "C", "C", "P", "C", "C", "C", "C", "C", "C", "C", "C", "C", "C", "C", "C", "N", "H", "H", "H", "H", "H", "H", "H", "H", "H", "H", "H", "H", "H", "H", "H", "H", "H", "H", "H", "H", "H", "H", "H", "H", "H", "H", "C", "C", "N", "C", "C", "C", "C", "C", "C", "C", "C", "N", "C", "N", "H", "H", "H", "H", "H", "H", "H", "H", "H", "C", "N", "C", "C", "C", "N", "C", "O", "N", "H", "H", "H", "H", "H", "H", "H"],
  "coordinates": [[-0.015780, -0.993136, 0.397224], [-2.544423, -1.008091, 2.842203], [-2.120109, -0.159148, 1.303562], [-3.635226, -0.432388, 0.342003], [-3.879827, -1.740088, -0.086204], [-4.991046, -2.021552, -0.861729], [-5.864297, -0.999056, -1.218584], [-5.629235, 0.297817, -0.785829], [-4.513250, 0.587424, -0.012952], [-2.105991, 1.593637, 1.746861], [-3.132779, 2.160034, 2.502802], [-3.067303, 3.497292, 2.859776], [-1.987073, 4.276257, 2.459543], [-0.968639, 3.720134, 1.699513], [-1.031598, 2.381007, 1.340029], [-1.530241, -2.037211, 3.084080], [-1.424412, -2.905206, 4.132404], [-0.201531, -3.589687, 3.978142], [0.377985, -3.123698, 2.832531], [1.668752, -3.488550, 2.240180], [2.073528, -2.192054, 1.050270], [2.952492, -3.138337, -0.216638], [2.204760, -4.184698, -0.770187], [2.746465, -4.997619, -1.747845], [4.050863, -4.785085, -2.183591], [4.775160, -3.714482, -1.682760], [4.215777, -2.867542, -0.733511], [3.131242, -1.118753, 2.065867], [4.522560, -1.054143, 2.037271], [5.193768, -0.140116, 2.840520], [4.491151, 0.685695, 3.705474], [3.106969, 0.587571, 3.780673], [2.430325, -0.294428, 2.954399], [-0.436486, -2.168252, 2.256616], [-3.549108, -1.426133, 2.777454], [-2.546837, -0.274502, 3.651464], [-3.191143, -2.534084, 0.189725], [-5.187209, -3.035636, -1.185066], [-6.725877, -1.214085, -1.837879], [-6.313095, 1.093637, -1.052915], [-4.335173, 1.605113, 0.309522], [-3.983676, 1.561110, 2.807519], [-3.858106, 3.932108, 3.456885], [-1.933302, 5.316604, 2.753053], [-0.135451, 4.334774, 1.379957], [-0.259544, 1.928711, 0.728140], [-2.143612, -3.019316, 4.928572], [0.219851, -4.348559, 4.619419], [1.626823, -4.450360, 1.726078], [2.448831, -3.562136, 2.997938], [1.182383, -4.350340, -0.445720], [2.156613, -5.795677, -2.179656], [4.493434, -5.441517, -2.920996], [5.784925, -3.537382, -2.030440], [4.785568, -2.008472, -0.411634], [5.101492, -1.722084, 1.419603], [6.273416, -0.079918, 2.795218], [5.021462, 1.398888, 4.323268], [2.559934, 1.208477, 4.479654], [1.346865, -0.352396, 2.994178], [-2.107629, -1.490511, -3.362612], [-1.225249, -1.525655, -2.306959], [-1.136087, -0.507164, -1.436180], [-1.874912, 0.584706, -1.623814], [-2.763250, 0.723195, -2.680669], [-2.907468, -0.368520, -3.531050], [-3.623283, 1.900458, -2.883236], [-3.403334, 3.207212, -2.727129], [-2.179732, 3.934786, -2.348631], [-2.112032, 5.310151, -2.554585], [-0.942918, 5.954222, -2.186791], [0.090712, 5.303206, -1.653070], [-0.061098, 3.994406, -1.512374], [-1.135938, 3.282857, -1.825140], [-2.168972, -2.332804, -4.037368], [-0.576323, -2.371806, -2.141592], [-1.751574, 1.390430, -0.919650], [-3.642962, -0.333118, -4.326433], [-4.594224, 1.635839, -3.291316], [-4.228262, 3.861602, -2.987091], [-2.934208, 5.857405, -2.995930], [-0.822814, 7.023623, -2.318699], [0.778724, 3.443861, -1.095270], [3.287075, -0.958898, -3.461331], [3.082661, -0.061287, -2.316671], [3.876488, 1.015550, -2.081209], [3.680254, 1.814912, -1.012739], [2.593155, 1.509174, -0.144627], [1.799909, 0.462178, -0.394380], [2.052779, -0.346581, -1.453529], [1.354665, -1.360051, -1.621097], [2.337852, 2.265246, 0.920533], [4.215970, -0.698739, -3.960512], [2.454955, -0.866934, -4.157070], [3.326345, -1.985813, -3.109611], [4.672194, 1.191517, -2.791544], [4.324917, 2.659395, -0.820716], [2.941408, 3.034487, 1.154808], [1.620190, 1.987092, 1.569829]],
  "forces_ev_per_a": [[-1.930, -1.035, 1.396], [-0.092, 0.032, 0.271], [0.334, 0.212, 0.010], [0.178, -0.067, -0.468], [0.062, 0.025, 0.049], [-0.075, 0.003, 0.004], [0.043, 0.043, -0.022], [-0.050, -0.007, 0.058], [-0.046, -0.053, 0.148], [0.373, 0.073, -0.276], [0.005, -0.030, 0.027], [-0.023, -0.013, -0.006], [0.057, -0.023, 0.061], [-0.005, 0.022, -0.024], [-0.147, 0.008, 0.118], [0.172, -0.258, 0.207], [-0.097, -0.033, 0.168], [0.116, -0.165, 0.037], [-0.298, -0.066, 0.285], [-0.285, -0.516, -0.241], [0.284, 0.213, 0.654], [-0.099, 0.337, -0.472], [0.023, -0.023, 0.054], [0.032, 0.002, -0.075], [-0.020, 0.081, 0.046], [0.033, -0.087, -0.042], [0.053, -0.021, 0.122], [-0.081, 0.455, -0.278], [-0.012, -0.031, 0.014], [-0.008, 0.020, 0.057], [-0.013, -0.012, -0.040], [0.065, 0.009, 0.037], [-0.019, -0.024, -0.034], [0.445, 0.850, -1.613], [-0.033, 0.069, -0.132], [-0.022, 0.076, -0.056], [-0.032, -0.016, -0.025], [0.040, 0.007, 0.001], [-0.010, -0.017, 0.057], [-0.001, -0.021, 0.013], [0.021, 0.006, -0.074], [0.029, 0.023, 0.054], [0.006, 0.000, -0.024], [-0.029, -0.009, -0.022], [-0.013, -0.008, -0.002], [-0.026, 0.040, -0.030], [0.031, 0.009, -0.010], [-0.049, 0.047, 0.028], [0.026, 0.007, -0.041], [0.141, 0.108, -0.102], [0.034, -0.062, 0.021], [0.006, -0.015, 0.072], [-0.018, 0.005, 0.002], [-0.022, 0.038, -0.011], [-0.020, -0.017, 0.029], [0.004, 0.006, 0.031], [-0.011, -0.044, 0.012], [-0.008, -0.044, 0.028], [-0.027, -0.039, -0.017], [0.019, 0.020, 0.045], [0.061, 0.074, 0.033], [-0.136, -0.216, -0.115], [0.538, -0.365, 1.062], [0.280, 0.210, 0.057], [0.025, -0.129, -0.307], [-0.014, 0.084, 0.035], [-0.024, -0.085, -0.095], [0.094, 0.159, 0.015], [0.048, 0.053, 0.082], [0.018, 0.037, -0.021], [-0.001, -0.037, 0.032], [0.143, -0.050, 0.033], [-0.263, 0.154, -0.216], [0.149, -0.033, -0.010], [-0.018, 0.003, 0.038], [-0.090, 0.005, 0.066], [-0.045, -0.103, -0.018], [0.048, -0.007, -0.016], [-0.015, 0.015, 0.048], [0.015, -0.015, -0.035], [0.006, -0.017, 0.035], [-0.035, -0.022, 0.003], [-0.036, 0.045, -0.001], [-0.142, -0.003, -0.048], [0.024, -0.072, -0.056], [-0.040, -0.005, 0.013], [0.034, 0.091, 0.033], [-0.088, -0.087, 0.069], [-0.248, -0.218, -0.285], [0.066, 0.000, -0.336], [0.543, 0.378, -0.181], [-0.020, 0.004, -0.140], [0.006, 0.050, 0.044], [0.013, 0.065, -0.005], [0.045, 0.009, 0.012], [-0.003, -0.044, -0.021], [-0.014, -0.010, -0.027], [-0.005, -0.015, 0.064], [0.070, 0.007, 0.077]],
  "lowdin_charge": [1.027, -0.232, 1.023, -0.358, -0.089, -0.054, -0.051, -0.067, -0.086, -0.354, -0.085, -0.044, -0.045, -0.070, -0.135, -0.404, -0.031, -0.030, -0.408, -0.232, 1.051, -0.339, -0.099, -0.045, -0.049, -0.069, -0.096, -0.339, -0.069, -0.055, -0.059, -0.071, -0.122, -0.105, 0.112, 0.105, 0.115, 0.117, 0.117, 0.118, 0.107, 0.122, 0.119, 0.118, 0.104, 0.046, 0.117, 0.117, 0.096, 0.120, 0.113, 0.118, 0.119, 0.119, 0.091, 0.089, 0.116, 0.116, 0.116, 0.086, -0.009, -0.117, -0.084, -0.117, -0.172, 0.027, -0.032, -0.003, -0.246, 0.015, -0.095, 0.095, -0.214, 0.130, 0.124, 0.108, 0.074, 0.136, 0.120, 0.118, 0.121, 0.120, 0.093, 0.035, -0.012, -0.004, 0.027, -0.365, 0.109, -0.539, -0.100, 0.219, 0.106, 0.110, 0.077, 0.148, 0.127, 0.137, 0.090]
}


[2]
{
  "formula": "C46H43BF6O4",
  "method": "ωB97M-V/def2-TZVPD",
  "mol_weight_g_mol": 784.6,
  "e_tot_ev": -73569.847,
  "smiles": "CCC1=CC(=O)C(B(O)O)=C(CC)C1=O.Fc1ccccc1.Fc1ccccc1.Fc1ccccc1.Fc1ccccc1.Fc1ccccc1.Fc1ccccc1",
  "homo_ev": -8.85,
  "total_charge": 0,
  "elements": ["C", "C", "C", "C", "C", "O", "C", "B", "O", "O", "C", "C", "C", "C", "O", "H", "H", "H", "H", "H", "H", "H", "H", "H", "H", "H", "H", "H", "F", "C", "C", "C", "C", "C", "C", "H", "H", "H", "H", "H", "F", "C", "C", "C", "C", "C", "C", "H", "H", "H", "H", "H", "F", "C", "C", "C", "C", "C", "C", "H", "H", "H", "H", "H", "F", "C", "C", "C", "C", "C", "C", "H", "H", "H", "H", "H", "F", "C", "C", "C", "C", "C", "C", "H", "H", "H", "H", "H", "F", "C", "C", "C", "C", "C", "C", "H", "H", "H", "H", "H"],
  "coordinates": [[5.936366, -1.398202, -0.894747], [5.074613, -0.109849, -0.522328], [3.574457, -0.107555, -1.017652], [2.843527, 1.093334, -0.825284], [1.301581, 1.096969, -1.268604], [0.765429, 2.077308, -1.805356], [0.544951, -0.291187, -0.991368], [-1.001778, -0.269985, -0.526561], [-1.338110, 0.628740, 0.567817], [-2.059950, -1.041292, -1.090032], [1.271725, -1.500676, -1.163748], [0.667339, -2.945278, -0.880868], [1.784913, -4.092455, -0.729453], [2.780121, -1.291001, -1.679854], [3.170182, -2.042207, -2.585198], [5.468087, -2.106561, -1.642019], [6.221084, -2.001574, 0.021570], [6.917988, -1.042752, -1.372453], [5.664052, 0.823738, -0.832137], [5.039802, -0.056152, 0.625054], [3.280633, 2.017645, -0.345163], [-0.519646, 0.624922, 1.116130], [-2.620772, -1.301648, -0.322267], [-0.069488, -3.218144, -1.696031], [0.130179, -2.903002, 0.129791], [2.586259, -3.849083, 0.035387], [2.226192, -4.240667, -1.777271], [1.241333, -5.044144, -0.441627], [-1.914794, -2.198846, 1.531542], [-2.700855, -2.479494, 2.590554], [-3.123277, -3.782187, 2.798072], [-3.929839, -4.070610, 3.893384], [-4.312429, -3.051236, 4.760916], [-3.885483, -1.745813, 4.538433], [-3.070039, -1.458860, 3.449760], [-2.821749, -4.560598, 2.106947], [-4.260678, -5.087722, 4.070505], [-4.945480, -3.276685, 5.612422], [-4.187725, -0.951676, 5.212583], [-2.720875, -0.449782, 3.265491], [-6.124423, 0.722195, -5.243850], [-4.997713, -0.003646, -5.336510], [-4.598930, -0.484842, -6.573027], [-3.430026, -1.231855, -6.669577], [-2.679665, -1.497809, -5.527230], [-3.093159, -1.013187, -4.289834], [-4.255955, -0.256924, -4.194251], [-5.200320, -0.274482, -7.449478], [-3.104381, -1.606919, -7.633429], [-1.770137, -2.084400, -5.603047], [-2.510032, -1.224393, -3.399856], [-4.588268, 0.135907, -3.240681], [0.957405, 0.905434, 6.746586], [-0.323965, 1.272341, 6.590319], [-1.117629, 1.464610, 7.709492], [-2.443842, 1.849597, 7.547284], [-2.963826, 2.027427, 6.267917], [-2.158059, 1.826555, 5.151458], [-0.828731, 1.452137, 5.312972], [-0.697643, 1.313476, 8.696723], [-3.071849, 2.010264, 8.416328], [-3.999983, 2.323563, 6.142352], [-2.565674, 1.961565, 4.155318], [-0.184245, 1.299774, 4.455425], [3.626036, 8.180145, -3.987999], [3.117585, 7.035370, -3.500184], [3.912344, 6.220628, -2.710749], [3.384212, 5.038433, -2.201960], [2.071073, 4.679039, -2.496963], [1.284907, 5.504374, -3.295551], [1.808433, 6.692073, -3.795854], [4.934326, 6.512096, -2.498372], [3.995790, 4.397007, -1.576464], [1.659891, 3.751881, -2.102368], [0.264022, 5.222383, -3.528467], [1.207558, 7.350578, -4.411873], [-7.255147, -4.577056, 4.616057], [-7.722468, -3.949223, 3.523416], [-8.317504, -4.690458, 2.515704], [-8.805466, -4.039833, 1.387537], [-8.683034, -2.657398, 1.275712], [-8.078855, -1.924485, 2.292491], [-7.600663, -2.573009, 3.425435], [-8.396464, -5.766409, 2.616798], [-9.279897, -4.609119, 0.596178], [-9.060053, -2.151457, 0.393306], [-7.980282, -0.848403, 2.202504], [-7.135422, -2.017182, 4.230393], [7.739539, 3.161539, -0.540673], [8.606097, 2.586381, -1.391361], [8.806725, 1.216972, -1.334274], [9.699348, 0.619991, -2.217495], [10.388974, 1.401208, -3.140524], [10.182734, 2.776714, -3.185102], [9.282003, 3.372912, -2.309418], [8.267068, 0.626562, -0.603296], [9.858022, -0.452218, -2.186347], [11.088492, 0.935516, -3.826424], [10.723510, 3.384497, -3.901836], [9.102390, 4.440996, -2.335863]],
  "forces_ev_per_a": [[0.889, 0.072, -0.366], [0.261, -0.729, 0.502], [-1.122, 3.049, 0.492], [-0.280, -2.742, -0.755], [0.339, 0.165, -0.285], [0.928, -2.967, 1.737], [1.483, -1.590, -0.886], [-1.328, 0.822, 0.503], [1.521, -2.117, -1.062], [1.695, 0.759, 1.716], [-0.583, 2.622, 0.487], [0.927, 0.197, 0.644], [-0.746, 0.245, -1.211], [-0.600, -1.382, -0.636], [-0.326, 2.046, 2.261], [0.297, 1.009, 0.898], [-0.440, 0.751, -1.029], [-1.391, -0.621, 0.677], [-1.265, -1.226, 0.149], [-0.129, -0.021, -1.622], [-0.494, -1.138, -0.833], [-0.855, 0.528, -0.408], [0.192, 0.415, -0.865], [0.847, 0.334, 1.005], [0.459, 0.196, -1.571], [-1.005, -0.230, -0.989], [-0.285, 0.078, 1.750], [0.772, 1.081, -0.213], [0.160, -0.040, -0.202], [-0.640, -0.220, 0.894], [0.119, -0.104, -0.203], [0.033, 0.317, 0.041], [0.006, -0.019, 0.042], [0.019, -0.301, -0.105], [0.126, 0.234, -0.146], [0.009, 0.052, 0.021], [0.018, 0.090, -0.054], [0.051, 0.005, -0.096], [0.094, -0.029, -0.063], [-0.008, -0.055, -0.042], [-0.133, 0.081, 0.003], [0.647, -0.409, -0.040], [-0.132, 0.062, -0.148], [0.000, 0.044, 0.326], [-0.018, -0.008, -0.069], [0.010, -0.044, -0.246], [-0.107, 0.071, 0.125], [0.009, 0.024, 0.065], [-0.067, 0.042, 0.065], [-0.078, 0.061, 0.014], [-0.125, 0.082, -0.076], [-0.002, -0.011, -0.050], [0.106, -0.031, 0.007], [-0.662, 0.188, -0.080], [0.084, -0.025, 0.164], [0.105, -0.042, -0.312], [-0.074, -0.006, 0.019], [0.019, -0.022, 0.278], [0.112, -0.054, -0.128], [0.022, 0.009, -0.069], [0.082, -0.031, -0.055], [0.100, -0.014, 0.004], [0.071, 0.025, 0.065], [0.008, -0.011, 0.069], [0.069, 0.144, -0.059], [-0.293, -0.657, 0.281], [0.228, 0.080, 0.042], [-0.329, 0.222, -0.266], [0.042, -0.141, 0.181], [0.341, 0.070, 0.101], [-0.084, 0.126, -0.122], [-0.055, 0.038, -0.029], [0.010, 0.074, -0.065], [0.186, 0.477, -0.219], [0.082, 0.040, 0.023], [0.072, -0.003, 0.010], [0.056, -0.085, 0.139], [-0.273, 0.372, -0.649], [0.013, -0.193, 0.054], [0.132, 0.262, 0.172], [-0.026, -0.013, -0.064], [-0.069, -0.290, -0.054], [0.089, 0.076, 0.177], [0.008, 0.055, 0.037], [0.057, 0.019, 0.085], [0.040, -0.045, 0.085], [-0.005, -0.094, 0.044], [0.002, -0.064, -0.034], [-0.122, 0.045, 0.095], [0.499, -0.310, -0.494], [-0.131, -0.060, 0.139], [0.031, 0.309, -0.094], [0.025, -0.049, -0.019], [-0.110, -0.239, 0.164], [-0.051, 0.190, 0.026], [0.027, 0.068, 0.001], [-0.030, 0.090, 0.033], [-0.068, 0.049, 0.064], [-0.078, -0.029, 0.068], [-0.010, -0.053, 0.040]],
  "lowdin_charge": [-0.105, -0.182, -0.094, 0.069, -0.248, 0.057, 0.043, -0.502, 0.085, 0.102, -0.038, -0.163, -0.110, -0.234, 0.073, 0.068, 0.077, 0.059, 0.109, 0.124, 0.127, 0.100, 0.104, 0.128, 0.112, 0.083, 0.079, 0.075, 0.044, -0.269, -0.010, -0.075, -0.102, -0.073, -0.007, 0.118, 0.109, 0.104, 0.103, 0.101, 0.057, -0.291, -0.024, -0.087, -0.095, -0.073, -0.011, 0.114, 0.103, 0.100, 0.083, 0.116, 0.063, -0.287, -0.015, -0.081, -0.101, -0.096, -0.019, 0.117, 0.105, 0.102, 0.104, 0.113, 0.054, -0.294, -0.024, -0.081, -0.086, -0.073, -0.021, 0.113, 0.093, 0.058, 0.107, 0.114, 0.053, -0.291, -0.019, -0.083, -0.096, -0.079, -0.022, 0.116, 0.105, 0.102, 0.105, 0.110, 0.056, -0.288, -0.031, -0.081, -0.095, -0.080, -0.016, 0.101, 0.106, 0.102, 0.106, 0.117]
}